Record 1
Formula: C22H41BN6O4RuSi
Source: the Open Molecules 2025 dataset
Level of theory: ωB97M-V with the def2-TZVPD basis set

Computed properties:
**LUMO level (alpha / beta)**: -6.2 / -11.1 eV
**HOMO level (alpha / beta)**: -0.5356 / -0.5405 hartree
**Charge**: +2
**F_max**: 3.816 eV/Å
**2S+1**: 5

Positions of all 76 atoms, in Å:
H  -0.456  2.628  -0.612
N  0.108  1.471  -2.303
B  0.918  0.585  -4.524
N  0.741  1.756  -3.502
C  1.030  3.078  -3.533
Ru  -0.425  -0.511  -1.750
H  1.524  3.525  -4.390
C  0.590  3.656  -2.348
H  0.671  4.694  -2.046
C  0.018  2.620  -1.592
H  1.366  0.970  -5.561
C  -1.422  -2.679  -0.736
H  -1.651  -1.979  0.093
H  -0.974  -3.591  -0.308
H  -2.357  -2.960  -1.235
N  -0.506  -0.034  -4.684
N  1.794  -0.517  -3.859
N  -1.151  -0.578  -3.550
N  1.359  -1.116  -2.679
C  -1.337  -0.144  -5.729
C  2.958  -1.087  -4.245
H  -1.009  0.220  -6.690
H  3.423  -0.761  -5.170
C  -2.510  -0.755  -5.316
C  3.310  -2.051  -3.301
C  -2.373  -1.032  -3.959
C  2.288  -2.046  -2.332
H  -3.375  -0.991  -5.907
H  4.187  -2.678  -3.314
H  -3.015  -1.514  -3.225
H  2.153  -2.636  -1.428
H  -0.646  -2.332  -1.512
C  1.800  2.828  2.054
C  2.310  1.390  2.045
C  2.906  1.069  0.682
C  3.342  1.168  3.143
O  1.218  0.489  2.342
Si  -0.144  0.025  1.561
O  0.188  -0.283  0.017
O  -0.724  -1.305  2.350
C  -0.005  -2.147  3.293
C  1.229  -2.719  2.611
C  0.389  -1.339  4.525
C  -0.959  -3.260  3.705
O  -1.289  1.204  1.705
C  -2.754  1.226  1.604
C  -3.167  1.324  0.145
C  -3.373  -0.011  2.227
C  -3.215  2.461  2.365
H  2.642  3.513  1.880
H  1.361  3.070  3.030
H  1.054  2.990  1.263
H  3.745  1.750  0.494
H  3.280  0.041  0.635
H  2.172  1.199  -0.120
H  2.917  1.389  4.129
H  3.712  0.134  3.136
H  4.179  1.849  2.963
H  1.911  -1.919  2.301
H  1.778  -3.379  3.295
H  0.946  -3.306  1.731
H  -0.487  -0.852  4.972
H  0.822  -2.028  5.266
H  1.129  -0.565  4.284
H  -1.860  -2.842  4.172
H  -1.254  -3.876  2.847
H  -0.462  -3.905  4.442
H  -2.842  0.442  -0.422
H  -4.259  1.377  0.076
H  -2.756  2.223  -0.325
H  -3.059  -0.142  3.268
H  -4.463  0.120  2.222
H  -3.151  -0.923  1.663
H  -2.935  2.399  3.422
H  -2.800  3.381  1.939
H  -4.306  2.526  2.308



Record 2
Formula: C12H33BF3NO7V
Source: the Open Molecules 2025 dataset
Level of theory: ωB97M-V with the def2-TZVPD basis set

Computed properties:
**LUMO level (alpha / beta)**: -0.1 / -0.1 eV
**HOMO level (alpha / beta)**: -0.2510 / -0.2988 hartree
**F_max**: 2.605 eV/Å
**2S+1**: 4

Positions of all 58 atoms, in Å:
V  0.719  -0.925  0.110
C  1.424  1.722  2.104
O  1.073  2.957  1.472
O  1.571  0.800  1.172
C  2.620  1.993  3.068
F  2.121  2.489  4.221
F  3.210  0.807  3.372
F  3.623  2.779  2.665
C  0.745  4.138  2.189
C  0.300  5.150  1.107
H  0.977  4.997  0.271
H  -0.682  4.835  0.741
H  0.143  6.151  1.501
H  1.639  4.573  2.643
H  -0.027  3.869  2.913
H  0.624  1.494  2.824
B  -0.107  -2.061  2.101
H  0.074  -3.021  2.717
H  -0.554  -2.295  1.087
H  -0.648  -1.281  2.762
H  0.894  -1.594  1.834
C  -0.053  -5.169  -1.328
C  0.941  -4.067  -1.080
O  0.321  -2.753  -1.188
O  -0.425  -5.104  -2.711
H  -0.933  -4.907  -0.736
H  0.421  -6.125  -1.102
H  1.751  -3.966  -1.808
H  1.268  -4.080  -0.040
H  0.169  -2.617  -2.132
H  -1.228  -5.619  -2.823
C  2.656  -0.806  -2.289
C  3.604  -0.907  -1.127
O  2.822  -1.642  -0.147
O  1.425  -0.168  -1.884
H  2.406  -1.773  -2.723
H  3.028  -0.133  -3.067
H  3.952  0.019  -0.676
H  4.385  -1.553  -1.544
H  3.465  -1.735  0.570
H  1.357  0.666  -2.349
C  -1.430  2.119  -0.528
C  -2.103  0.891  0.176
C  -3.612  0.878  -0.155
O  -3.697  0.633  -1.553
C  -5.029  0.510  -2.013
N  -1.419  -0.302  -0.402
H  -1.941  3.030  -0.232
H  -1.367  1.905  -1.594
H  -0.394  2.104  -0.179
H  -2.018  0.844  1.262
H  -4.015  1.876  0.037
H  -4.066  0.033  0.374
H  -5.688  -0.089  -1.377
H  -5.040  0.197  -3.052
H  -5.485  1.507  -1.923
H  -2.088  -1.037  -0.144
H  -1.681  -0.237  -1.389



Record 3
Formula: C30H33ClF12N5O11ReS4
Source: the Open Molecules 2025 dataset
Level of theory: ωB97M-V with the def2-TZVPD basis set

Computed properties:
**LUMO level (alpha / beta)**: -6.6 / -6.1 eV
**HOMO level (alpha / beta)**: -0.4199 / -0.4199 hartree
**Charge**: +1
**F_max**: 4.340 eV/Å
**2S+1**: 2

Positions of all 97 atoms, in Å:
Re  0.652  -0.279  0.985
F  -1.834  -2.431  -2.677
C  -1.119  -2.820  -1.623
F  -0.104  -1.925  -1.496
F  -0.601  -4.004  -1.883
S  -2.167  -2.781  -0.059
O  -1.920  -1.446  0.433
O  -3.478  -3.090  -0.498
N  -1.519  -3.918  0.814
S  -0.381  -3.671  1.840
O  0.343  -2.378  1.691
O  -0.656  -4.045  3.178
C  0.991  -4.790  1.258
F  1.374  -4.359  0.052
F  0.703  -6.068  1.193
F  2.013  -4.609  2.101
F  4.970  -1.677  0.043
C  4.418  -2.365  1.026
F  4.171  -3.589  0.600
F  5.248  -2.417  2.043
S  2.798  -1.437  1.487
O  2.228  -1.240  0.078
O  3.034  -1.873  4.373
N  3.669  -0.074  1.729
S  3.297  1.270  1.092
O  3.893  2.387  1.724
O  1.799  1.411  0.874
C  3.803  1.427  -0.716
F  5.068  1.130  -0.925
F  3.582  2.690  -1.059
F  3.026  0.662  -1.481
C  -4.559  0.207  -1.632
C  -4.753  1.401  -2.577
C  -5.934  1.074  -3.508
C  -5.158  2.645  -1.773
C  -3.475  1.702  -3.449
O  -3.809  2.572  -4.512
C  -2.860  0.385  -3.980
C  -1.939  0.568  -5.206
C  -0.483  0.811  -4.916
C  0.132  2.015  -5.257
C  1.491  2.204  -5.070
C  2.260  1.178  -4.536
Cl  3.958  1.391  -4.351
C  1.667  -0.028  -4.175
C  0.308  -0.202  -4.370
C  -2.380  2.539  -2.723
N  -1.838  1.991  -1.499
C  -0.844  1.128  -1.317
N  -0.716  0.900  -0.005
C  -1.688  1.671  0.573
N  -2.359  2.335  -0.313
H  -5.388  0.187  -0.925
H  -3.643  0.246  -1.047
H  -4.573  -0.740  -2.169
H  -6.749  0.672  -2.909
H  -5.684  0.323  -4.258
H  -6.308  1.970  -4.005
H  -6.156  2.488  -1.363
H  -5.200  3.523  -2.418
H  -4.487  2.835  -0.943
H  -4.521  2.184  -5.032
H  -3.674  -0.274  -4.280
H  -2.328  -0.114  -3.172
H  -2.324  1.377  -5.825
H  -1.996  -0.357  -5.785
H  -0.457  2.804  -5.706
H  1.962  3.133  -5.356
H  2.272  -0.824  -3.765
H  -0.145  -1.156  -4.138
H  -2.816  3.508  -2.485
H  -1.576  2.683  -3.442
H  -0.230  0.696  -2.092
H  -1.877  1.693  1.630
C  5.199  0.224  6.399
C  3.924  0.120  5.632
C  3.312  1.168  5.051
C  2.010  1.083  4.439
C  1.372  2.373  4.000
C  1.330  -0.097  4.426
C  1.892  -1.334  5.050
C  0.953  -2.327  5.674
C  3.274  -1.195  5.615
C  -0.092  -0.156  3.899
O  -1.000  -0.471  4.609
O  -0.302  0.239  2.611
H  5.659  1.200  6.266
H  5.897  -0.555  6.088
H  5.006  0.066  7.463
H  3.783  2.141  5.070
H  2.075  3.197  4.079
H  0.506  2.579  4.632
H  1.021  2.322  2.973
H  0.283  -2.776  4.949
H  0.350  -1.819  6.423
H  1.521  -3.127  6.149
H  3.601  -1.886  6.386



Record 4
Formula: C14H20MgNO4SbSe4
Source: the Open Molecules 2025 dataset
Level of theory: ωB97M-V with the def2-TZVPD basis set

Computed properties:
**LUMO level (alpha / beta)**: -2.0 / -2.4 eV
**HOMO level (alpha / beta)**: -0.2942 / -0.2942 hartree
**F_max**: 0.727 eV/Å

Positions of all 45 atoms, in Å:
Mg  -0.306  1.154  0.844
C  -1.646  0.048  4.509
C  -0.615  -0.435  3.503
C  0.393  -1.369  4.142
O  0.078  0.703  2.908
C  -1.322  -1.131  2.322
O  -1.832  -2.221  2.501
O  -1.291  -0.470  1.202
H  -1.153  0.471  5.388
H  -2.262  -0.793  4.826
H  -2.290  0.812  4.075
H  0.815  -0.919  5.045
H  1.207  -1.579  3.447
H  -0.103  -2.301  4.409
H  0.622  1.170  3.552
O  -3.308  2.277  0.714
C  -2.535  2.389  1.521
Se  5.000  3.562  0.833
Sb  2.977  2.162  0.418
Se  2.702  1.969  -2.076
Se  3.331  -0.001  1.374
Se  1.033  3.377  1.255
C  1.372  -1.631  -0.915
N  0.273  -2.149  -1.806
C  0.790  -2.387  -3.182
C  -0.986  -1.266  -1.811
C  -0.727  0.132  -2.292
C  -0.894  0.351  -3.663
C  -0.706  1.611  -4.218
C  -0.361  2.653  -3.373
C  -0.206  2.416  -2.002
C  -0.388  1.153  -1.371
H  2.147  -2.393  -0.867
H  0.951  -1.443  0.064
H  1.762  -0.712  -1.342
H  -0.026  -3.041  -1.419
H  1.062  -1.422  -3.599
H  0.006  -2.848  -3.776
H  1.660  -3.034  -3.120
H  -1.355  -1.295  -0.788
H  -1.669  -1.791  -2.478
H  -1.185  -0.472  -4.315
H  -0.838  1.770  -5.282
H  -0.221  3.652  -3.774
H  0.048  3.271  -1.382



Record 5
Formula: C27H39N7O11
Source: the Open Molecules 2025 dataset
Level of theory: ωB97M-V with the def2-TZVPD basis set

Computed properties:
**LUMO level**: 0.3 eV
**Structure (SMILES)**: O=C1CCCO1.O=C1OCCO1.O=C1OCCO1.O=C1OCCO1.CC#N.CC#N.CC#N.CC#N.CC#N.CC#N.CC#N
**HOMO level**: -0.3739 hartree
**F_max**: 2.956 eV/Å

Positions of all 84 atoms, in Å:
C  4.698  -1.566  -0.994
C  3.958  -1.294  0.206
N  3.410  -1.077  1.210
H  4.129  -1.417  -1.895
H  5.058  -2.600  -0.946
H  5.472  -0.782  -1.126
C  -4.391  -3.240  -1.783
C  -4.655  -1.835  -1.685
N  -4.852  -0.713  -1.524
H  -5.141  -3.664  -2.423
H  -4.491  -3.702  -0.756
H  -3.379  -3.421  -2.216
C  2.738  3.154  -2.644
C  2.968  1.841  -3.219
N  3.195  0.796  -3.620
H  3.677  3.772  -2.596
H  2.478  3.098  -1.601
H  2.012  3.709  -3.174
C  -4.408  -2.653  2.739
C  -3.121  -2.773  2.022
N  -2.094  -2.859  1.522
H  -4.552  -1.697  3.282
H  -4.367  -3.423  3.531
H  -5.159  -2.948  2.019
C  1.387  -5.084  1.273
C  2.202  -4.812  0.072
N  2.813  -4.673  -0.897
H  2.030  -5.725  1.851
H  0.464  -5.561  0.913
H  1.089  -4.164  1.766
C  -5.383  0.986  1.556
C  -4.788  0.887  2.875
N  -4.224  0.786  3.868
H  -4.727  1.663  0.984
H  -6.405  1.349  1.570
H  -5.417  -0.010  1.079
C  -1.488  4.520  2.971
C  -0.107  4.141  3.417
N  0.897  3.765  3.797
H  -2.153  4.186  3.715
H  -1.707  4.066  2.015
H  -1.529  5.587  2.798
C  1.438  -2.235  -3.018
C  1.241  -1.728  -4.419
O  -0.037  -1.156  -4.395
C  -0.716  -1.700  -3.342
O  -1.859  -1.384  -3.169
O  0.078  -2.376  -2.562
H  1.852  -1.465  -2.398
H  1.914  -3.195  -3.072
H  1.289  -2.385  -5.267
H  1.975  -0.945  -4.648
C  3.447  2.660  2.017
C  4.358  1.655  2.748
O  5.388  1.329  1.801
C  5.014  1.771  0.609
O  5.581  1.504  -0.383
O  3.896  2.607  0.686
H  3.466  3.693  2.411
H  2.430  2.372  2.112
H  3.861  0.764  2.986
H  4.880  1.947  3.649
C  -1.147  2.528  -2.480
C  -2.278  1.528  -2.107
O  -3.038  2.262  -1.202
C  -2.351  3.335  -0.740
O  -2.694  4.063  0.108
O  -1.161  3.452  -1.386
H  -1.355  3.084  -3.467
H  -0.184  2.114  -2.647
H  -1.997  0.583  -1.672
H  -2.999  1.255  -2.960
O  0.865  0.425  -1.096
C  0.566  0.245  0.037
O  0.209  1.246  0.868
C  -0.173  0.726  2.122
C  0.416  -0.734  2.172
C  0.457  -1.124  0.696
H  -1.247  0.704  2.385
H  0.266  1.396  2.820
H  -0.219  -1.250  2.891
H  1.463  -0.816  2.543
H  -0.375  -1.727  0.443
H  1.338  -1.640  0.376



Record 6
Formula: C3H6N3O2S
Source: the Open Molecules 2025 dataset
Level of theory: ωB97M-V with the def2-TZVPD basis set

Computed properties:
**LUMO level**: 3.5 eV
**Structure (SMILES)**: CN(C)C(=S)N=[N+]([O-])[O-]
**HOMO level**: -0.1515 hartree
**Charge**: -1
**F_max**: 5.074 eV/Å

Positions of all 15 atoms, in Å:
C  0.831  0.555  0.358
C  -1.200  -0.449  -0.726
C  1.012  -1.524  -0.678
N  0.101  1.730  0.551
N  0.166  -0.511  -0.256
N  -0.682  2.018  1.529
O  -1.118  1.165  2.296
O  -1.017  3.196  1.612
S  2.494  0.617  0.578
H  -1.125  0.013  -1.757
H  -1.607  -1.542  -0.720
H  -1.671  0.277  -0.085
H  1.494  -1.342  -1.703
H  2.022  -1.751  -0.177
H  0.300  -2.453  -0.821



Record 7
Formula: C30H33Cl5N2OSScSi2
Source: the Open Molecules 2025 dataset
Level of theory: ωB97M-V with the def2-TZVPD basis set

Computed properties:
**LUMO level**: -2.5 eV
**HOMO level**: -0.4053 hartree
**Charge**: +1
**F_max**: 0.650 eV/Å

Positions of all 75 atoms, in Å:
Sc  0.833  0.659  0.509
C  3.102  -1.381  2.752
Si  1.535  -2.193  2.125
C  1.813  -2.973  0.442
C  1.130  -3.600  3.290
C  0.198  -0.870  2.005
C  0.339  0.191  3.046
C  0.152  0.050  4.426
C  0.330  1.137  5.253
C  0.701  2.374  4.722
C  0.879  2.464  3.363
N  0.697  1.405  2.560
Si  -1.565  -1.428  1.804
C  -2.273  -2.470  3.186
C  -2.672  0.115  1.733
C  -1.738  -2.422  0.218
H  3.947  -2.063  2.650
H  3.010  -1.129  3.811
H  3.364  -0.470  2.209
H  2.776  -3.487  0.419
H  1.826  -2.253  -0.382
H  1.042  -3.715  0.228
H  1.964  -4.304  3.315
H  0.251  -4.156  2.965
H  0.960  -3.259  4.313
H  -0.122  -0.917  4.824
H  0.187  1.033  6.321
H  0.853  3.238  5.350
H  1.178  3.388  2.883
H  -2.256  -1.948  4.145
H  -1.769  -3.425  3.312
H  -3.321  -2.678  2.956
H  -3.128  0.281  2.711
H  -3.494  -0.002  1.023
H  -2.147  1.044  1.489
H  -1.401  -3.447  0.378
H  -1.156  -2.016  -0.613
H  -2.782  -2.475  -0.097
Cl  6.766  3.781  -2.391
C  5.543  2.767  -1.747
C  4.296  3.303  -1.429
Cl  3.956  4.966  -1.667
C  3.324  2.459  -0.912
Cl  1.739  3.069  -0.482
C  3.538  1.100  -0.706
O  2.572  0.342  -0.209
C  4.792  0.577  -1.027
Cl  5.054  -1.101  -0.774
C  5.785  1.406  -1.539
Cl  7.319  0.748  -1.922
N  -0.752  0.867  -0.890
S  -0.788  1.145  -2.472
C  -2.173  2.210  -2.798
C  -2.451  2.514  -4.126
C  -3.479  3.397  -4.405
C  -4.208  3.969  -3.368
C  -3.914  3.659  -2.051
C  -2.883  2.775  -1.754
C  -1.282  -0.364  -3.251
C  -2.594  -0.821  -3.193
C  -2.888  -2.063  -3.727
C  -1.881  -2.830  -4.302
C  -0.577  -2.363  -4.353
C  -0.268  -1.116  -3.828
H  -1.622  0.450  -0.555
H  -1.885  2.062  -4.930
H  -3.710  3.640  -5.432
H  -5.007  4.662  -3.593
H  -4.483  4.105  -1.247
H  -2.640  2.536  -0.727
H  -3.372  -0.213  -2.750
H  -3.902  -2.436  -3.696
H  -2.120  -3.799  -4.719
H  0.200  -2.964  -4.807
H  0.746  -0.737  -3.864



Record 8
Formula: C9H9NO6PdS
Source: the Open Molecules 2025 dataset
Level of theory: ωB97M-V with the def2-TZVPD basis set

Computed properties:
**LUMO level (alpha / beta)**: 0.2 / -2.7 eV
**HOMO level (alpha / beta)**: -0.3413 / -0.3539 hartree
**F_max**: 2.145 eV/Å
**2S+1**: 3

Positions of all 27 atoms, in Å:
Pd  -0.042  -0.923  -0.985
O  3.505  1.641  3.451
C  2.670  1.075  2.567
C  1.486  1.698  2.164
C  0.705  1.068  1.215
N  1.028  -0.114  0.714
C  2.123  -0.747  1.121
C  2.989  -0.183  2.037
C  2.269  -2.173  0.504
O  3.261  -2.820  0.753
O  1.253  -2.508  -0.179
C  -0.595  1.664  0.637
O  -1.061  2.657  1.155
O  -1.056  1.017  -0.358
H  3.123  2.465  3.782
H  1.167  2.656  2.546
H  3.886  -0.698  2.340
C  -2.714  0.383  -3.343
S  -2.448  -1.394  -3.003
C  -3.011  -1.356  -1.251
O  -0.959  -1.507  -2.894
H  -3.770  0.627  -3.312
H  -2.316  0.582  -4.336
H  -2.163  0.958  -2.600
H  -4.081  -1.534  -1.196
H  -2.777  -0.382  -0.815
H  -2.471  -2.151  -0.715



Number 1: total energy -1901.21102 hartree. Number 2: total energy -2326.81355 hartree. Number 3: total energy -5593.59452 hartree. Number 4: total energy -10947.31997 hartree. Number 5: total energy -2263.13509 hartree. Number 6: total energy -830.75483 hartree. Number 7: total energy -5386.57572 hartree. Number 8: total energy -1380.58286 hartree.